This record from OMol25 describes a structure of composition C15H20BrOSn. The level of theory is ωB97M-V/def2-TZVPD.

Atoms and positions in Å:
Sn: -0.2103 0.2024 1.5370
C: 0.7884 -2.0354 3.1983
C: -0.5724 -1.6000 3.1042
C: -1.0506 -1.9577 1.7643
H: -1.2103 -1.2600 3.9191
C: 0.0485 -2.6040 1.0852
C: 1.1540 -2.6288 1.9665
H: 2.1243 -3.0787 1.7489
H: 1.4151 -1.9644 4.0889
H: -2.0946 -1.9608 1.4594
H: -0.0098 -3.0756 0.1063
C: 1.5564 1.5994 2.2140
C: 2.6237 0.6954 1.8599
C: 2.7474 0.6891 0.4560
H: 3.2480 0.1591 2.5722
C: 1.8031 1.5812 -0.1008
C: 1.0173 2.1345 0.9568
H: 0.2916 2.9440 0.8901
H: 1.3385 2.0035 3.2068
H: 3.4801 0.1225 -0.1143
H: 1.7627 1.8917 -1.1424
O: -0.8138 0.6258 -0.9399
C: -0.8531 0.2847 -2.3152
C: -2.3873 0.4939 -2.3955
C: -0.3800 -1.1205 -2.6135
C: -0.1359 1.3196 -3.1548
C: -2.2124 1.0830 -0.9960
H: -2.9768 -0.4209 -2.3920
H: -2.6534 1.2098 -3.1690
H: -2.2578 2.1788 -0.9706
H: -2.7878 0.6251 -0.1841
H: -0.8860 -1.4553 -3.5275
H: -0.6077 -1.8291 -1.8105
H: 0.6972 -1.1156 -2.8055
H: -0.5619 1.3430 -4.1655
H: 0.9334 1.0765 -3.2528
H: -0.2488 2.3202 -2.7146
Br: -2.1189 1.5235 2.6306

Output
Lowest unoccupied orbital energy: 2.867 eV
2S+1: 1
Net charge: -1